(1)
This record from the OMol25 dataset describes 2 unconnected molecules or ions with the total composition C22H31F7N5O5. The level of theory is ωB97M-V/def2-TZVPD.

Structure (XYZ):
```
70
Properties=species:S:1:pos:R:3:forces:R:3:nbo_charge:R:1
C -1.518372 -0.622091 -3.059908 -0.5911 -0.2939 2.3866 0.80
C 1.563604 2.167352 2.373179 -0.8924 0.1729 0.7005 -0.21
H 0.928620 -1.308058 -2.416251 -0.2585 0.0857 -0.1564 0.21
N 0.576805 3.894512 4.300857 0.2321 -0.3126 -0.1777 -0.89
H -4.548264 1.872071 -3.010940 0.0406 0.2840 0.3303 0.21
H 2.431635 4.333737 -0.272861 0.0243 -0.0042 -0.1292 0.25
H 3.610355 3.260688 -1.060194 -0.1039 -0.0056 -0.0871 0.26
H -1.900894 -1.532113 -1.100640 0.2701 0.1037 0.1326 0.22
H -3.131111 1.123470 2.123029 0.0656 0.2032 -0.1969 0.19
O 0.128326 -8.640368 0.249946 -0.0003 0.0823 0.0043 -0.45
C -1.588787 -7.054297 0.522505 -0.0707 0.0762 0.0066 -0.21
H 0.032090 -1.293514 0.504618 0.0210 0.2701 0.1697 0.23
H 0.551591 -2.624601 -1.342279 0.1547 0.0660 0.0402 0.23
C -2.743441 1.160169 -3.899722 -0.5038 1.5639 -0.1159 -0.08
H 2.286612 2.979904 2.453400 0.2176 -0.2165 -0.2242 0.22
N 0.258990 0.649377 -0.386689 0.6628 0.3014 0.2615 -0.54
F 3.182803 -0.563420 1.862070 -0.0974 -0.9304 0.6011 -0.31
C -0.883958 -4.710919 0.658615 -0.0387 -0.0242 0.0385 0.50
C 0.460226 2.489285 4.577537 0.5294 0.7592 -1.3252 0.70
F 1.711317 3.746381 -2.499778 0.5925 1.1750 -0.1479 -0.29
C -1.229429 -1.621378 -1.955114 0.4279 0.5049 0.0194 -0.52
C 1.353894 1.552218 3.778057 0.4293 1.1239 -0.5995 -0.52
H 3.258496 3.101383 0.653546 -0.2727 -0.3304 -0.0641 0.24
C -3.610706 2.304592 -3.361355 0.1338 -0.6426 -0.4709 -0.62
H 0.183984 4.391178 5.094905 -0.0890 -0.0530 -0.0203 0.40
H 0.628352 2.653617 2.092274 -0.0004 -0.2511 -0.2863 0.21
N -1.049791 0.740439 1.710580 0.0785 0.5162 0.2963 -0.67
H -1.435413 -2.590562 -2.403605 -0.0545 0.0236 -0.1001 0.25
C 0.283720 -1.594293 -1.586534 -0.5441 0.0887 1.2771 -0.38
C 0.529771 -5.127507 0.509174 0.0106 -0.0148 -0.0200 -0.26
O -1.161921 -0.873063 -4.142736 0.9951 -0.5431 -3.4019 -0.58
C 1.309588 1.451289 0.057786 -0.9866 -1.1386 0.3511 0.91
H -2.329173 -7.843904 0.517848 0.0346 -0.0278 -0.0047 0.24
H -0.025325 4.104171 3.507511 0.2772 0.2043 -0.0642 0.37
H -1.222337 -0.238444 1.913239 0.2238 -0.0322 -0.2641 0.38
N 1.723476 2.411154 -0.694065 0.5285 0.5760 0.5531 -0.37
C 0.601542 -0.789912 -0.277936 -0.5293 -1.3843 -0.9952 -0.25
C 1.530927 1.500370 -3.035748 0.9458 -0.1228 1.8664 0.53
C -2.126587 1.483088 2.382264 -0.0568 -0.2214 0.2147 -0.43
H -1.804710 0.424420 -0.203048 0.2754 0.1514 -0.4163 0.22
O -0.311840 2.104628 5.377368 -1.1110 -1.1289 1.8438 -0.52
H -1.253976 2.048923 0.085537 0.2431 0.0302 0.1131 0.21
C -0.173163 -7.475552 0.372183 -0.0053 -0.1535 -0.0040 0.46
C 1.147914 2.650347 -2.034498 0.6018 -0.4814 -1.0982 0.78
F -0.130197 2.901040 -1.983980 -1.4099 -0.2678 0.4584 -0.28
H -2.056160 2.551182 2.160351 -0.0142 -0.0663 -0.0236 0.18
H -1.968706 1.558113 -4.555027 0.2330 -0.2193 0.1851 0.19
H -3.848700 2.981707 -4.182306 0.0121 0.0401 0.0611 0.22
H -3.090124 2.855501 -2.579548 -0.1171 0.0073 0.0448 0.21
H 2.325231 1.581305 4.279497 -0.0569 -0.4094 0.1266 0.25
H 0.935175 0.553898 3.737350 -0.0237 -0.0017 0.0725 0.26
F 2.683686 1.866486 -3.599815 0.8517 0.2211 -0.3309 -0.31
C 3.185715 0.647838 1.324874 -0.9602 -1.3753 0.1871 1.09
H 1.888036 -6.734144 0.267435 -0.0177 -0.0462 -0.0001 0.24
O -1.187175 -3.537221 0.781205 0.0789 0.1029 -0.0558 -0.55
C 2.822160 3.319079 -0.313266 0.2680 0.5515 0.0259 -0.44
H 1.648898 -0.992490 -0.056149 0.0413 0.5004 0.0629 0.22
O -2.186789 0.495008 -2.755113 -0.4731 -0.2867 0.3172 -0.53
H 1.270026 -4.336537 0.515080 -0.0086 0.0069 0.0312 0.22
F 3.625040 0.479069 0.087546 0.4320 0.2691 -1.2288 -0.31
F 4.042494 1.341941 2.007801 0.9780 1.3010 0.6684 -0.29
C -1.012973 1.003111 0.284211 -1.2680 -0.6092 -0.0732 -0.05
H -3.379453 0.516535 -4.508459 0.2861 -0.4245 0.2240 0.20
N 1.863786 1.172935 1.326102 0.9306 0.9495 -0.3899 -0.58
H 1.734227 0.593043 -2.469803 -0.3338 -0.3228 -0.2086 0.14
F 0.634308 1.366154 -3.957686 -1.3579 -0.1593 -0.9668 -0.28
H -2.942739 -5.444274 0.764688 0.0147 0.0321 0.0077 0.24
C 0.861231 -6.408970 0.376901 0.0793 0.1053 -0.0087 -0.19
C -1.916596 -5.771310 0.654604 -0.0421 -0.0386 -0.0020 -0.24
H -2.025842 1.346230 3.459379 0.0681 0.0903 -0.0209 0.23
```
Forces are in eV/Å.

The value obtained for the highest occupied orbital energy is -12.43 eV. For the calculated total energy, the calculation gives -2205.65821 Eh. The frontier orbital gap is 8.09 eV. The calculation puts the LUMO energy at -4.34 eV. As for the total charge: +1.

=====

(2)
This record from the OMol25 dataset describes 4 unconnected molecules or ions with the total composition C22H31F9IO10. The level of theory is ωB97M-V/def2-TZVPD.

Structure (XYZ):
```
73
Properties=species:S:1:pos:R:3:forces:R:3:mulliken_charge:R:1
H -1.899550 -4.501274 0.981013 -0.1021 -0.0328 0.1297 0.38
C -0.320785 2.678615 7.143545 -0.0345 -0.0298 -0.0182 0.90
C -2.894535 -2.874064 1.848297 -0.2415 -0.5230 -0.5117 -0.98
C -2.026768 4.386781 4.346700 -0.1390 0.1690 -0.3015 -0.20
C -1.261153 2.332425 -3.892355 -0.2165 -0.2003 -0.2927 -0.23
H 1.933045 -0.754688 2.730379 0.0321 -0.0797 -0.0632 0.27
F 5.737429 -2.351123 -6.981662 0.0071 -0.0218 -0.0280 -0.24
H -2.501607 -1.653422 0.031449 -0.0047 -0.1724 -0.3563 -0.04
O 1.144727 1.910646 -2.747628 0.1609 -0.0246 -0.0742 -0.47
F 1.163896 4.970475 -1.741218 0.0207 0.0525 -0.0040 -0.29
C 0.454984 2.807921 -2.367259 -0.1606 0.0008 -0.0467 0.31
O 2.335025 -0.459927 0.065526 -0.0529 -0.2691 0.5306 -0.53
C -3.512418 4.160771 4.518372 -0.0029 -0.0947 0.2087 -1.10
F 6.619215 -0.376848 -7.035556 0.0320 0.0278 -0.0293 -0.26
H -0.447420 -2.063417 1.059747 0.0382 0.0375 0.2413 0.30
H -5.168640 -1.971158 1.344695 0.0425 0.0152 -0.1010 0.41
C 6.103422 -1.318272 -6.230029 -0.0418 -0.0398 0.0120 0.91
H -1.814962 5.431221 4.127356 0.0617 0.0039 0.0942 0.31
I -2.403661 -1.102121 3.070722 0.0519 0.1822 0.1488 -0.16
H -0.411964 -4.064525 -0.601477 0.0720 -0.0633 -0.0138 0.40
O 3.767551 -1.063888 -5.704094 -0.0448 -0.0418 -0.0462 -0.52
H 4.647396 -0.468027 -2.025640 -0.0176 0.0559 0.0576 0.38
F -0.843999 3.437833 8.116134 -0.0033 0.0118 0.0458 -0.26
C -1.820605 1.036524 -3.347796 0.0807 0.0345 0.1964 -0.98
H -4.516853 -0.554349 0.514532 -0.0789 -0.0693 -0.1772 0.38
F 1.940777 3.303797 -0.600206 0.0432 0.0117 0.0239 -0.22
C 0.869818 3.761999 -1.228963 -0.0446 -0.0356 -0.0030 0.93
O -5.415645 -1.919110 -0.737675 -0.3807 0.2357 0.2763 -0.32
H 0.398447 -3.198219 2.175772 -0.0267 0.4838 0.0379 0.21
C 1.403416 -2.984159 -0.549297 -0.0130 -0.2322 -0.4674 -0.61
C 4.893564 -0.747498 -5.458866 -0.0085 0.1198 0.0559 0.33
C -4.612360 -1.638675 0.462194 0.3946 -0.2678 0.1428 -0.64
H -2.045738 2.933579 -4.346276 0.0209 0.0871 0.0777 0.31
F -0.316447 1.418657 7.553031 0.0191 -0.0250 0.0167 -0.23
F 7.068582 -1.723605 -5.398765 0.0434 -0.0236 0.0039 -0.25
H 1.833901 -3.506847 -1.408745 0.0428 0.0919 0.0892 0.43
H -2.575938 1.236098 -2.587765 -0.0478 -0.0092 -0.0516 0.33
O 5.318601 0.126822 -4.570785 0.0665 -0.0511 0.0100 -0.32
O -7.377240 -3.016005 -0.760975 0.5605 0.0253 -0.1830 -0.52
H -1.618791 3.778013 3.542021 0.0128 -0.1196 0.0428 0.33
C -1.117809 2.825633 5.831169 -0.0325 0.1245 -0.0960 0.31
H -1.040571 0.427570 -2.894002 0.0271 -0.0099 -0.0491 0.16
H -1.530121 -4.308315 2.686971 0.0993 0.0526 -0.0252 0.31
H 3.303596 -1.012557 -3.028184 -0.0669 0.0449 -0.0326 0.31
H -4.035201 4.439956 3.604144 0.0143 0.0183 -0.0156 0.37
C -3.253795 -2.344531 0.457272 -0.1855 0.2453 0.6580 0.03
F -0.118282 3.918602 -0.346092 0.0215 0.0245 0.0528 -0.26
F 0.948999 3.068950 6.956842 0.0478 0.0186 0.0097 -0.27
C -6.185972 -3.006433 -0.580092 -0.3945 -0.0399 -0.1661 0.19
H -5.632427 -3.921482 -0.311491 0.0315 0.1188 0.2319 0.33
H 2.942159 -2.229675 2.741851 -0.0431 0.0631 0.0242 0.33
C 2.790562 -1.257700 2.277279 0.3166 -0.1577 -0.0246 -1.22
O 2.488685 -2.678192 0.356087 -0.4260 0.1375 0.6048 -0.38
C 3.810560 -0.130410 -2.638896 0.2373 -0.2214 -0.1607 -0.83
O -0.727333 3.165587 -2.839525 0.0575 0.0356 0.1047 -0.35
H 3.113220 0.412719 -2.009715 -0.0227 0.0203 0.0220 0.21
H -0.487084 2.159970 -4.639809 0.0875 -0.0125 0.0918 0.31
H -3.729890 3.115093 4.728921 0.0248 -0.0220 -0.0765 0.32
H 3.673823 -0.632851 2.428360 -0.1124 -0.0025 -0.0222 0.39
H 4.797625 1.642915 -3.342546 0.1153 -0.0327 -0.0654 0.35
C 4.302948 0.763830 -3.749460 -0.3039 0.2862 0.2273 -0.38
O -1.296725 4.114283 5.563543 0.0103 0.0187 0.0747 -0.34
C 0.357285 -3.833027 0.143786 -0.0333 0.2511 0.3824 -0.79
H 3.488479 1.102102 -4.389017 0.0058 -0.1260 -0.0721 0.33
H 0.944288 -2.056243 -0.899277 0.2011 -0.0017 0.0040 0.35
O -1.478694 1.900712 5.174900 0.0482 -0.1482 0.0751 -0.46
H -3.350624 -3.239130 -0.169368 0.1492 0.0911 -0.1372 0.19
H -3.896854 4.763427 5.342690 -0.0034 0.0556 -0.0485 0.30
H -2.277405 0.464036 -4.154441 -0.0178 0.0165 -0.0126 0.42
C 2.519447 -1.398956 0.806431 -0.0884 0.3937 -0.6805 0.91
C -1.651223 -3.754100 1.750242 0.0341 0.3286 0.1280 -0.88
C -0.298629 -3.110997 1.339047 0.1202 -0.7479 -0.4813 0.04
H 0.800232 -4.771717 0.493905 -0.0600 -0.0429 -0.1988 0.27
```
Forces are in eV/Å.

The value obtained for the highest occupied orbital energy is -2.72 eV. For the calculated total energy, the calculation gives -2805.83654 Eh. The frontier orbital gap is 4.91 eV. The calculation puts the LUMO energy at 2.20 eV. As for the total charge: -1.

=====

(3)
This record from the OMol25 dataset describes a molecular structure, C22H31IrN2O7P2SeSi. The level of theory is ωB97M-V/def2-TZVPD.

Structure (XYZ):
```
67
Properties=species:S:1:pos:R:3:forces:R:3:lowdin_spin:R:1
H -1.349679 -1.204485 1.997906 0.0067 -0.0015 0.0061 0.03
H 1.255493 -2.345710 -5.004890 -0.0528 -0.0075 -0.0083 0.00
C -3.123427 -2.082655 -0.074686 0.0209 -0.0672 0.0043 0.04
C 4.519232 3.206400 1.672086 -0.0068 -0.0001 0.0000 0.00
H -2.586854 1.616403 4.141378 -0.0060 0.0007 0.0012 0.00
C 3.183514 1.191546 1.454899 0.0026 0.0135 0.0059 0.02
C 3.362166 2.564915 1.258600 0.0165 -0.0050 -0.0149 0.00
C -3.255928 1.311535 3.330288 0.0091 -0.0003 0.0096 0.00
O -1.854190 1.132361 -2.551020 -0.0139 0.0181 0.0222 0.10
O -1.706432 -0.344307 -6.204938 0.0082 0.0029 -0.0255 0.00
N -2.236873 -1.485226 -0.547817 0.0342 0.1118 -0.0002 0.07
H -2.457787 0.848297 0.494057 -0.0078 -0.0102 -0.0149 0.03
O 0.194501 -1.516093 -2.949269 -0.0358 -0.0592 -0.0369 0.12
C -1.506496 -0.334923 2.648861 -0.0215 -0.0027 -0.0302 0.05
C 5.375394 1.114891 2.485805 0.0032 0.0060 0.0064 0.00
C 5.528176 2.479088 2.289680 0.0000 -0.0031 0.0043 0.00
H 4.638735 4.269644 1.507615 0.0000 0.0004 0.0017 0.00
C 4.212342 0.478366 2.072548 -0.0101 -0.0213 0.0189 0.01
Ir -0.663205 -0.372612 -1.248368 -0.0132 -0.0507 -0.0859 2.25
H -2.696372 3.198319 2.401561 0.0048 -0.0012 0.0024 0.00
C -3.020714 2.201450 2.101113 -0.0075 -0.0092 -0.0179 0.04
H -0.271241 1.752095 -5.584534 0.0018 -0.0008 -0.0001 0.00
H -2.247879 -1.144082 -6.153080 -0.0047 -0.0076 0.0044 0.00
H -3.610904 -0.471699 2.149125 -0.0136 -0.0126 -0.0260 0.00
C -1.111656 -0.117817 -4.928256 -0.0338 0.0272 0.0533 0.00
O -3.071503 1.817539 -4.654466 -0.0013 -0.0064 0.0116 0.01
H 0.707902 1.031397 3.082064 -0.0134 0.0023 0.0078 0.02
Se -4.452433 -2.984602 0.667236 -0.0058 0.0220 0.0439 0.05
H 2.592870 3.144360 0.756717 -0.0009 0.0025 0.0015 0.00
C 1.503701 -3.153619 3.027938 -0.0045 -0.0125 -0.0058 0.01
C -1.973997 1.568398 1.158706 0.0108 0.0258 0.0177 0.07
H 0.932448 1.833171 -0.985980 0.0003 0.0075 -0.0062 0.01
P -2.400237 0.621658 -3.852584 0.0703 0.0289 -0.0238 0.01
H -0.895626 -0.468997 3.542488 -0.0099 -0.0030 0.0078 0.01
P -0.641509 -1.752013 -4.198730 0.0389 0.0747 0.0568 0.01
H -4.272834 1.441600 3.697927 -0.0043 -0.0065 -0.0029 0.00
H 4.109894 -0.589607 2.228432 0.0010 0.0108 -0.0110 0.00
H -1.455446 2.302836 0.546180 -0.0136 -0.0069 -0.0034 0.01
H -3.233019 -0.813600 3.814074 -0.0016 -0.0004 -0.0018 0.00
H 1.285368 -2.149442 -0.692375 -0.0400 0.0200 -0.0157 0.01
H 1.840787 0.423034 -1.562860 0.0183 0.0088 0.0131 0.02
H 1.003570 -4.488282 -0.043850 0.0024 0.0010 0.0010 0.00
O -3.532201 -0.446336 -3.777287 -0.0177 -0.0627 0.0214 0.00
H 0.406365 2.334423 1.869970 0.0124 0.0016 -0.0018 0.02
H -3.131127 -1.371218 -3.799571 -0.0204 0.0191 -0.0342 0.00
H 1.828530 -1.086094 3.440488 0.0001 -0.0044 -0.0065 0.00
O -1.930746 -2.499114 -4.135704 0.0274 0.0131 0.0005 0.00
C 0.061236 0.828864 -5.107100 -0.0091 0.0011 -0.0013 0.00
H -3.940185 2.315230 1.526206 0.0006 0.0109 0.0027 0.00
C -2.988634 -0.150447 2.985119 0.0118 -0.0107 0.0094 0.01
C 1.074688 0.755599 -0.851494 -0.0259 -0.0166 0.0138 0.11
H 6.163259 0.543859 2.960179 0.0024 -0.0005 -0.0032 0.00
H 1.136963 -5.151774 2.335950 0.0024 0.0001 0.0007 0.00
C 1.548609 -1.423816 1.326822 -0.0035 0.0008 -0.0104 0.02
H 1.574102 -3.441623 4.069141 0.0005 -0.0008 0.0012 0.00
H -2.851796 2.667352 -4.254293 -0.0040 -0.0179 -0.0053 0.00
H 6.433907 2.975778 2.612966 0.0024 -0.0005 -0.0031 0.00
C 1.335222 -2.411048 0.360066 0.0289 -0.0093 0.0082 0.03
N -1.005905 0.842177 1.954763 -0.0185 0.0170 0.0122 0.52
C 1.188258 -3.744314 0.719918 0.0022 0.0074 -0.0056 0.01
C 0.312313 1.270772 2.093307 0.0190 -0.0256 -0.0110 0.15
Si 1.605186 0.380284 0.853116 0.0269 -0.0043 0.0022 0.11
O 0.334562 -2.403951 -5.287124 0.0304 -0.0271 0.0176 0.01
H 0.801796 0.361654 -5.756709 0.0012 0.0036 0.0019 0.00
C 1.643630 -1.823495 2.663906 0.0035 0.0173 0.0052 0.00
C 1.264212 -4.114782 2.053468 -0.0033 0.0021 0.0159 0.00
H 0.517903 1.062491 -4.145687 0.0028 -0.0027 -0.0011 0.00
```
Forces are in eV/Å.

The value obtained for the highest occupied orbital energy (spin up / spin down) is -7.37 / -7.45 eV. The value obtained for the relative energy (zero: lowest compared OMol25 entry of this formula, charge and spin) is 3.7 kJ/mol. For the calculated total energy, the calculation gives -4971.21983 Eh. The frontier orbital gap (spin up / spin down) is 7.47 / 5.04 eV. The calculation puts the LUMO energy (spin up / spin down) at 0.10 / -2.41 eV. Its spin multiplicity is 5. As for the total charge: 0. The expectation value of S² is 6.01.

=====

Among the records above, which one has the lowest total charge?
C22H31F9IO10

=====

The highest total charge belongs to which entry?
C22H31F7N5O5

=====

total charge of number 3 (C22H31IrN2O7P2SeSi)?
0

=====

The highest total charge belongs to which entry?
C22H31F7N5O5